Entry from the OMol25 dataset: 2 unconnected molecules or ions with the total composition C3H3NO at a distorted geometry (wB97M-V/def2-TZVPD).

Properties
- Maximum force: 1.2 eV/A
- HOMO level: -9.49 eV
- Net charge: 0
- Relative energy (zero: lowest compared OMol25 entry of this formula, charge and spin): 27.6 kcal/mol
- SMILES: C=C=O.C#N
- HOMO-LUMO gap: 10.33 eV

Positions of all 8 atoms, in Å:
O  -1.75056  0.77457  0.10026
N  2.12735  0.76011  -0.46809
C  -0.54732  -1.39469  0.11832
C  1.33093  1.54719  -0.18938
C  -1.19667  -0.25717  0.11337
H  -0.93406  -2.24392  0.66440
H  0.39885  -1.44426  -0.40780
H  0.57149  2.25816  0.06893